The following is a DFT calculation (wB97M-V/def2-TZVPD) of a cluster of 2 separate species, C4H9N2 in total in a non-equilibrium geometry.

Positions of all 15 atoms, in Å:
C: -2.469 0.408 -0.418
C: -1.276 0.201 -0.502
C: 0.234 0.700 1.190
C: 1.019 0.221 -1.100
N: 0.093 -1.835 0.409
N: 0.009 0.078 -0.104
H: -3.435 0.783 -0.656
H: -0.587 1.495 1.257
H: 0.283 0.066 2.040
H: 1.248 1.286 1.122
H: 1.907 0.490 -0.639
H: 1.129 -0.665 -1.661
H: 0.658 0.914 -1.790
H: 0.469 -2.356 -0.398
H: 0.718 -1.787 1.249

Values from the calculation:
- Spin multiplicity: 1
- DFT total energy: -7261.0850 eV
- Charge: +1

=====

The following is a DFT calculation (wB97M-V/def2-TZVPD) of a structure of composition C2HAlF5NO5S2 in a non-equilibrium geometry.

Positions of all 17 atoms, in Å:
N: -0.553 0.125 0.201
S: -1.693 -0.903 -0.353
O: -2.782 -0.221 -1.041
O: -0.920 -1.890 -1.201
C: -2.056 -2.108 1.086
F: -2.207 -1.374 2.210
F: -3.290 -2.607 0.810
S: 1.001 -0.352 0.649
O: 1.205 -1.836 0.601
O: 1.713 0.430 1.652
Al: -0.271 -2.892 0.321
C: 0.650 1.318 -0.746
F: -0.317 1.661 -1.590
F: 0.909 2.416 -0.041
F: 1.705 1.089 -1.521
O: 3.806 3.914 -0.493
H: 3.102 3.227 -0.542

Values from the calculation:
- Spin multiplicity: 2
- DFT total energy: -55655.3658 eV
- Charge: +1

=====

The following is a DFT calculation (wB97M-V/def2-TZVPD) of the molecule C5H10 in a non-equilibrium geometry.

Positions of all 15 atoms, in Å:
C: -0.658 -1.638 0.857
C: -0.639 -0.107 0.763
C: 0.606 0.588 0.205
C: 0.954 0.329 -1.253
C: 0.194 1.613 -0.848
H: -1.563 -2.039 1.439
H: 0.425 -2.086 1.236
H: -0.773 -2.167 -0.237
H: -1.453 0.240 0.113
H: -0.807 0.328 1.768
H: 1.401 0.615 0.980
H: 0.422 -0.558 -1.727
H: 2.034 0.452 -1.434
H: 0.791 2.638 -0.974
H: -0.935 1.791 -0.890

Values from the calculation:
- Spin multiplicity: 1
- SMILES string: CCC1CC1
- DFT total energy: -5345.0599 eV
- Charge: 0

=====

The following is a DFT calculation (wB97M-V/def2-TZVPD) of a cluster of 2 separate species, C5H17N2O in total in a non-equilibrium geometry.

Positions of all 25 atoms, in Å:
N: -0.468 1.647 1.186
C: 0.414 0.923 0.104
C: 0.400 1.997 -1.072
C: -0.531 -0.241 -0.468
N: -1.048 -0.863 0.720
C: -2.322 -1.793 0.419
C: 0.102 -1.937 0.934
H: -0.693 2.613 1.030
H: -1.431 1.154 1.363
H: 0.099 1.478 2.046
H: 1.299 0.547 0.584
H: 0.044 2.853 -0.880
H: 1.513 2.243 -1.497
H: -0.211 1.649 -1.996
H: -1.437 0.205 -1.156
H: 0.026 -0.981 -1.093
H: -2.609 -2.201 -0.609
H: -2.419 -2.717 1.071
H: -3.235 -1.129 0.498
H: 0.225 -2.746 0.216
H: 0.042 -2.078 1.971
H: 1.137 -1.399 1.034
H: 4.045 -0.322 -1.094
H: 3.700 0.931 -1.839
O: 3.360 0.167 -1.473

Values from the calculation:
- Spin multiplicity: 1
- DFT total energy: -10478.3584 eV
- Charge: +1